An isolated ion of composition CH5N2S2 and charge +1 in a non-equilibrium geometry, computed with ωB97M-V/def2-TZVPD.

CARTESIAN COORDINATES (ANGSTROEM)
C  -0.232  0.277  -0.015
N  -0.916  -0.992  -0.161
N  1.172  0.012  0.308
S  -0.513  1.744  -1.190
S  -1.154  1.559  0.687
H  -1.934  -0.958  0.124
H  -0.855  -1.640  -0.986
H  1.147  -0.304  1.219
H  1.726  0.919  0.422
H  1.559  -0.618  -0.408

Summary:
E_HOMO = -12.95 eV
structure (SMILES) = NC1([NH3+])SS1
F_max = 3.916 eV/Å
frontier orbital gap = 8.833 eV
total charge = +1

Okay, here come the Löwdin numbers, in e, for every atom: C -1.144; N 0.012; N 0.196; S 0.551; S 0.618; H 0.116; H 0.126; H 0.130; H 0.204; H 0.191

C23H22N4O2Rh as an isolated structure, computed with ωB97M-V/def2-TZVPD.

CARTESIAN COORDINATES (ANGSTROEM)
Rh  -0.816  -0.205  0.222
O  -0.079  -4.021  -1.853
C  -1.006  -3.944  -2.843
C  -1.001  -4.951  -3.803
C  -1.922  -4.927  -4.831
C  -2.862  -3.903  -4.929
C  -2.854  -2.892  -3.993
C  -1.929  -2.893  -2.941
C  -1.907  -1.775  -1.989
O  -1.324  -1.974  -0.842
N  -2.446  -0.624  -2.335
N  -2.273  0.253  -1.309
C  -2.984  1.303  -1.202
C  -2.817  2.070  0.040
C  -3.370  3.327  0.211
C  -3.220  3.964  1.434
C  -2.536  3.319  2.450
C  -2.002  2.067  2.199
N  -2.133  1.448  1.025
H  -0.331  -3.358  -1.185
H  -0.274  -5.746  -3.714
H  -1.914  -5.723  -5.565
H  -3.589  -3.899  -5.729
H  -3.561  -2.076  -4.050
H  -3.738  1.561  -1.938
H  -3.908  3.792  -0.603
H  -3.638  4.949  1.592
H  -2.411  3.768  3.425
H  -1.457  1.535  2.967
C  4.674  -1.310  -0.539
C  3.482  -2.216  -0.849
C  2.203  -1.571  -0.550
N  1.197  -1.079  -0.316
H  5.593  -1.848  -0.762
H  4.689  -1.025  0.512
H  4.649  -0.406  -1.145
H  3.509  -3.138  -0.267
H  3.448  -2.503  -1.902
C  1.068  1.364  1.596
C  1.762  2.036  2.615
C  1.820  1.509  3.927
C  2.492  2.180  4.925
C  3.127  3.391  4.652
C  3.083  3.928  3.366
C  2.414  3.267  2.359
H  0.589  0.418  1.857
H  1.024  1.761  0.589
H  1.334  0.564  4.142
H  2.530  1.765  5.923
H  3.654  3.914  5.438
H  3.578  4.867  3.157
H  2.381  3.686  1.361

Summary:
E_HOMO (spin up / spin down) = -10.38 / -10.61 eV
2S+1 = 5
F_max = 0.428 eV/Å
frontier orbital gap (spin up / spin down) = 6.852 / 5.738 eV
expectation value of S² = 6.05
total charge = +1

Okay, here come the Löwdin numbers, in e, for every atom: Rh 1.141; O 0.054; C -0.253; C -0.005; C -0.061; C -0.077; C -0.024; C -0.092; C -0.394; O -0.194; N 0.093; N -0.113; C -0.047; C -0.247; C 0.003; C -0.023; C -0.026; C -0.114; N -0.005; H 0.056; H 0.122; H 0.111; H 0.106; H 0.111; H 0.140; H 0.126; H 0.123; H 0.119; H 0.113; C -0.078; C -0.189; C -0.122; N 0.124; H 0.084; H 0.083; H 0.084; H 0.131; H 0.132; C -0.016; C -0.315; C -0.045; C -0.073; C -0.064; C -0.072; C -0.037; H 0.016; H 0.060; H 0.112; H 0.110; H 0.109; H 0.110; H 0.114

A 2-piece molecular cluster, C5H8O3 overall in a non-equilibrium geometry, computed with ωB97M-V/def2-TZVPD.

CARTESIAN COORDINATES (ANGSTROEM)
C  -0.210  2.287  -0.606
C  0.285  0.897  -0.862
C  0.006  -0.340  0.076
C  -0.640  -0.425  1.519
C  0.234  -1.747  -0.258
H  0.639  3.078  -0.798
H  -0.591  2.320  0.545
H  -1.166  2.265  -1.263
H  0.193  0.622  -1.979
H  0.158  -0.875  2.303
H  -0.996  0.656  1.626
H  -1.626  -1.128  1.451
H  1.242  -3.199  -0.902
O  1.443  0.350  -0.091
O  0.924  -2.072  -1.537
O  0.105  -2.689  0.775

Summary:
E_HOMO = -10.55 eV
F_max = 9.003 eV/Å
frontier orbital gap = 10.365 eV
total charge = 0

Okay, here come the Löwdin numbers, in e, for every atom: C -0.070; C -0.291; C -0.276; C -0.040; C -0.284; H 0.122; H 0.110; H 0.108; H 0.157; H 0.140; H 0.062; H 0.134; H 0.319; O -0.026; O -0.067; O -0.098

C47H63IN8NaO4P4S2Se2 as an isolated structure, computed with ωB97M-V/def2-TZVPD.

CARTESIAN COORDINATES (ANGSTROEM)
Na  -0.826  0.480  -0.394
Se  1.538  -2.802  5.725
P  -0.178  -3.450  4.673
C  0.000  -5.214  4.276
C  1.054  -5.626  3.463
C  1.308  -6.972  3.275
C  0.529  -7.927  3.915
C  -0.506  -7.526  4.742
C  -0.770  -6.175  4.924
C  -1.733  -3.347  5.614
C  -2.934  -3.716  5.013
C  -4.126  -3.590  5.704
C  -4.124  -3.086  7.000
C  -2.931  -2.713  7.597
C  -1.733  -2.843  6.904
C  -0.594  -2.422  3.246
C  -0.486  -2.324  1.848
N  -1.032  -1.138  1.511
N  -1.453  -0.558  2.614
N  -1.203  -1.297  3.669
P  0.250  -3.193  0.456
Se  -0.362  -2.456  -1.427
C  -0.158  -4.951  0.622
C  0.645  -5.900  -0.005
C  0.284  -7.237  0.013
C  -0.877  -7.636  0.663
C  -1.686  -6.691  1.277
C  -1.333  -5.351  1.246
C  2.052  -3.049  0.670
C  2.616  -2.699  1.893
C  3.989  -2.533  2.006
C  4.801  -2.693  0.894
C  4.241  -3.014  -0.335
C  2.871  -3.185  -0.450
H  1.695  -4.897  2.985
H  2.122  -7.272  2.628
H  0.734  -8.981  3.770
H  -1.112  -8.263  5.254
H  -1.572  -5.879  5.585
H  -2.937  -4.095  3.998
H  -5.057  -3.873  5.230
H  -5.057  -2.978  7.540
H  -2.927  -2.312  8.602
H  -0.792  -2.547  7.350
H  1.551  -5.592  -0.512
H  0.913  -7.970  -0.477
H  -1.150  -8.683  0.692
H  -2.591  -7.000  1.784
H  -1.971  -4.605  1.704
H  1.996  -2.508  2.760
H  4.409  -2.251  2.962
H  5.870  -2.541  0.978
H  4.865  -3.100  -1.215
H  2.422  -3.370  -1.419
N  -3.344  1.579  2.520
C  -3.695  1.962  1.287
O  -3.247  1.481  0.258
C  -4.785  3.020  1.164
I  -4.522  4.728  2.425
H  -2.636  0.831  2.625
H  -3.690  2.072  3.324
H  -5.753  2.602  1.432
H  -4.803  3.379  0.142
N  2.107  0.114  -0.457
C  1.829  0.345  0.646
H  2.365  0.004  -1.454
C  0.646  -1.660  -7.451
C  0.771  -1.429  -5.958
C  1.461  -2.573  -5.240
O  1.516  -0.208  -5.810
P  1.595  0.592  -4.400
S  3.220  0.070  -3.395
S  -0.124  0.501  -3.456
O  1.914  2.067  -4.997
C  1.366  2.579  -6.223
C  -0.147  2.707  -6.212
C  2.033  3.928  -6.424
H  0.046  -2.551  -7.643
H  1.631  -1.800  -7.900
H  0.164  -0.807  -7.930
H  -0.218  -1.268  -5.519
H  2.485  -2.682  -5.603
H  0.918  -3.504  -5.416
H  1.491  -2.389  -4.166
H  1.664  1.901  -7.027
H  -0.471  3.358  -5.398
H  -0.637  1.746  -6.078
H  -0.468  3.143  -7.162
H  1.723  4.619  -5.637
H  1.750  4.354  -7.389
H  3.117  3.827  -6.386
O  -0.658  2.559  -0.738
P  -0.223  3.936  -0.421
N  -0.536  4.314  1.151
C  -0.168  3.309  2.171
C  -0.229  4.092  3.478
C  0.196  5.497  3.053
C  -0.522  5.668  1.717
N  1.368  4.140  -0.783
C  2.100  3.257  -1.712
C  2.986  4.224  -2.479
C  3.368  5.238  -1.401
C  2.072  5.410  -0.598
N  -1.014  5.142  -1.254
C  -2.472  5.250  -1.053
C  -3.064  5.172  -2.459
C  -1.962  5.781  -3.323
C  -0.700  5.200  -2.697
H  0.838  2.916  1.990
H  -0.858  2.467  2.154
H  0.404  3.656  4.249
H  -1.258  4.112  3.849
H  1.278  5.523  2.896
H  -0.064  6.273  3.774
H  -0.029  6.377  1.050
H  -1.548  6.020  1.875
H  1.408  2.695  -2.335
H  2.708  2.541  -1.157
H  2.414  4.706  -3.277
H  3.837  3.720  -2.936
H  3.735  6.186  -1.795
H  4.146  4.817  -0.760
H  1.476  6.246  -0.984
H  2.271  5.609  0.460
H  -2.717  6.199  -0.564
H  -2.827  4.439  -0.416
H  -4.021  5.689  -2.543
H  -3.211  4.125  -2.733
H  -1.964  6.870  -3.226
H  -2.049  5.532  -4.380
H  0.186  5.812  -2.877
H  -0.508  4.197  -3.098

Summary:
E_HOMO = -4.96 eV
F_max = 0.561 eV/Å
frontier orbital gap = 6.645 eV
total charge = -1

Löwdin population analysis, charges in e, atoms 1 to 99: Na 0.058; Se 0.261; P 0.534; C -0.347; C -0.098; C -0.078; C -0.090; C -0.085; C -0.081; C -0.370; C -0.098; C -0.081; C -0.093; C -0.082; C -0.096; C -0.426; C -0.417; N -0.030; N -0.078; N 0.011; P 0.568; Se 0.358; C -0.356; C -0.085; C -0.088; C -0.094; C -0.079; C -0.088; C -0.356; C -0.114; C -0.071; C -0.082; C -0.077; C -0.129; H 0.090; H 0.110; H 0.102; H 0.100; H 0.097; H 0.106; H 0.101; H 0.097; H 0.100; H 0.055; H 0.102; H 0.103; H 0.101; H 0.105; H 0.100; H 0.047; H 0.106; H 0.099; H 0.104; H 0.073; N 0.156; C -0.653; O 0.038; C -0.534; I 0.801; H 0.054; H 0.058; H 0.047; H 0.037; N 0.078; C -0.019; H -0.098; C -0.053; C -0.504; C -0.068; O -0.335; P -0.141; S 0.255; S 0.286; O -0.340; C -0.468; C -0.065; C -0.051; H 0.078; H 0.081; H 0.075; H 0.094; H 0.085; H 0.082; H 0.028; H 0.130; H 0.066; H 0.047; H 0.081; H 0.069; H 0.077; H 0.083; O -0.306; P 0.539; N -0.169; C -0.179; C -0.166; C -0.172; C -0.214; N -0.168

One molecule with the formula C24H24N2O5 in a non-equilibrium geometry, computed with ωB97M-V/def2-TZVPD.

CARTESIAN COORDINATES (ANGSTROEM)
C  0.735  -2.948  -1.284
H  1.122  -3.416  -0.374
O  0.140  -1.704  -1.006
C  0.888  -0.740  -0.399
C  2.236  -0.861  -0.088
C  2.898  0.178  0.546
C  2.227  1.338  0.879
C  0.879  1.461  0.581
C  0.205  0.439  -0.064
C  -1.276  0.514  -0.351
N  -1.781  1.864  -0.425
C  -2.716  2.112  0.517
O  -3.320  3.149  0.724
C  -2.888  0.851  1.287
C  -2.079  -0.090  0.786
C  -1.911  -1.517  1.167
O  -2.660  -2.397  0.807
C  -0.719  -1.781  1.978
C  -0.095  -2.974  2.232
C  1.072  -2.659  2.977
C  2.130  -3.395  3.517
C  3.118  -2.712  4.187
C  3.074  -1.321  4.334
C  2.041  -0.570  3.813
C  1.046  -1.254  3.130
O  -0.039  -0.735  2.527
H  1.999  0.501  3.920
H  3.870  -0.826  4.869
H  3.948  -3.255  4.613
H  2.162  -4.468  3.408
H  -0.437  -3.938  1.914
O  -3.759  0.805  2.304
H  -4.168  1.686  2.361
C  -1.408  2.804  -1.450
H  -0.319  2.872  -1.515
H  -1.799  3.770  -1.122
C  -1.972  2.445  -2.840
N  -0.917  2.319  -3.830
C  -1.431  2.448  -5.179
H  -1.925  3.412  -5.285
H  -0.598  2.408  -5.879
H  -2.147  1.654  -5.442
C  -0.161  1.093  -3.682
H  0.298  1.055  -2.696
H  0.634  1.078  -4.426
H  -0.783  0.193  -3.817
H  -2.575  1.523  -2.762
H  -2.641  3.242  -3.169
H  -1.479  -0.036  -1.279
H  0.340  2.352  0.864
H  2.744  2.143  1.378
H  3.944  0.066  0.786
H  2.777  -1.762  -0.328
H  1.540  -2.853  -2.020
H  -0.063  -3.565  -1.695

Summary:
E_HOMO = -8.63 eV
structure (SMILES) = COc1ccccc1[C@H]1C(C(=O)c2cc3ccccc3o2)=C(O)C(=O)N1CCN(C)C
F_max = 1.501 eV/Å
frontier orbital gap = 8.457 eV
total charge = 0

Okay, here come the Löwdin numbers, in e, for every atom: C -0.063; H 0.090; O -0.089; C -0.238; C -0.005; C -0.077; C -0.084; C -0.017; C -0.115; C -0.154; N -0.013; C -0.381; O 0.085; C -0.167; C 0.007; C -0.272; O 0.143; C -0.163; C 0.084; C -0.148; C -0.021; C -0.089; C -0.076; C 0.003; C -0.204; O 0.109; H 0.119; H 0.103; H 0.100; H 0.112; H 0.132; O 0.118; H 0.121; C -0.095; H 0.122; H 0.128; C -0.174; N -0.282; C -0.112; H 0.082; H 0.081; H 0.089; C -0.095; H 0.069; H 0.088; H 0.094; H 0.128; H 0.117; H 0.160; H 0.127; H 0.105; H 0.109; H 0.109; H 0.099; H 0.102